Entry from OMol25: a molecular structure, C39H35F6N4P2PtSSb in a non-equilibrium geometry (the ωB97M-V functional and the def2-TZVPD basis).

CARTESIAN COORDINATES (ANGSTROEM)
Pt  -0.504  0.269  0.405
N  -2.147  -1.322  4.377
C  -1.877  -0.972  3.128
S  -1.428  0.666  2.788
N  -1.986  -1.877  2.173
N  -1.730  -1.632  0.938
C  -2.056  -2.452  -0.042
C  -2.575  -3.786  0.193
C  -2.019  -4.574  1.215
C  -2.423  -5.879  1.386
C  -3.392  -6.430  0.548
C  -3.990  -5.643  -0.429
C  -3.617  -4.326  -0.589
C  -1.915  -1.898  -1.379
C  -2.233  -2.604  -2.544
C  -2.362  -1.919  -3.740
C  -2.111  -0.558  -3.766
C  -1.625  0.038  -2.602
N  -1.514  -0.615  -1.466
H  -2.178  -0.632  5.115
H  -2.497  -2.249  4.583
H  -1.221  -4.174  1.823
H  -1.972  -6.487  2.155
H  -3.691  -7.460  0.669
H  -4.772  -6.050  -1.049
H  -4.179  -3.682  -1.247
H  -2.393  -3.668  -2.497
H  -2.671  -2.441  -4.636
H  -2.256  0.030  -4.657
H  -1.351  1.084  -2.607
C  2.497  1.599  -0.817
C  2.773  1.250  0.635
P  1.750  -0.176  1.206
C  2.454  -1.623  0.366
C  1.635  -2.411  -0.437
C  2.139  -3.549  -1.040
C  3.469  -3.897  -0.854
C  4.289  -3.107  -0.060
C  3.788  -1.977  0.560
C  2.205  -0.380  2.949
C  2.294  -1.679  3.462
C  2.790  -1.885  4.736
C  3.181  -0.803  5.512
C  3.016  0.492  5.036
C  2.511  0.710  3.765
P  0.735  2.133  -1.062
C  0.612  3.625  -0.036
C  1.215  4.813  -0.450
C  1.099  5.936  0.352
C  0.355  5.909  1.526
C  -0.228  4.722  1.950
C  -0.117  3.596  1.154
C  0.665  2.623  -2.797
C  -0.100  3.735  -3.181
C  -0.122  4.135  -4.502
C  0.567  3.399  -5.462
C  1.328  2.290  -5.087
C  1.354  1.881  -3.771
H  2.719  0.747  -1.463
H  3.125  2.439  -1.129
H  2.559  2.109  1.275
H  3.825  0.980  0.768
H  0.602  -2.115  -0.583
H  1.497  -4.165  -1.649
H  3.869  -4.783  -1.322
H  5.324  -3.374  0.080
H  4.424  -1.384  1.201
H  2.003  -2.519  2.848
H  2.889  -2.890  5.115
H  3.611  -0.967  6.487
H  3.299  1.333  5.650
H  2.375  1.724  3.418
H  1.767  4.853  -1.379
H  1.586  6.853  0.050
H  0.205  6.816  2.095
H  -0.822  4.699  2.850
H  -0.691  2.709  1.406
H  -0.662  4.287  -2.445
H  -0.697  5.004  -4.783
H  0.482  3.664  -6.505
H  1.891  1.746  -5.830
H  1.925  1.006  -3.496
F  -2.283  1.669  -0.143
Sb  -3.700  3.147  -0.664
F  -3.267  2.415  -2.401
F  -4.902  1.736  -0.312
F  -4.824  4.452  -1.331
F  -3.506  3.504  1.196
F  -2.090  4.191  -0.900

gap between HOMO and LUMO (alpha / beta): 4.94 / 4.63 eV
expectation value of S²: 0.78
E: -102449.660 eV
LUMO energy (alpha / beta): -11.4 / -11.7 eV
molecular weight: 1084.6 g mol⁻¹
charge: +3
spin multiplicity: 2

Atom charges from the Mulliken analysis, given in e for atoms 1 to 8: 3.69, -0.34, 0.65, -0.21, -1.40, 0.96, 0.51, 0.30


Entry from OMol25: a molecular structure, C32H41AlCl66F3O4 (the ωB97M-V functional and the def2-TZVPD basis).

CARTESIAN COORDINATES (ANGSTROEM)
C  2.029  3.222  3.621
C  1.634  4.365  2.694
C  2.782  5.357  2.457
O  3.303  5.170  1.167
C  4.741  5.108  1.074
Al  5.505  3.241  1.305
C  6.608  2.724  -0.315
C  5.920  2.777  -1.663
O  4.777  1.894  -1.760
C  3.583  2.421  -1.435
C  2.648  1.458  -0.771
O  3.272  3.562  -1.692
C  6.653  3.117  2.999
O  5.806  3.153  4.218
C  5.804  2.074  4.964
F  5.021  2.283  6.038
F  5.340  0.966  4.343
F  7.031  1.725  5.440
H  2.789  2.612  3.137
H  2.433  3.590  4.561
H  1.174  2.574  3.816
H  1.397  3.965  1.712
H  0.764  4.894  3.076
H  2.412  6.387  2.536
H  3.551  5.216  3.222
H  5.199  5.821  1.775
H  4.986  5.468  0.075
H  4.286  2.184  1.446
H  7.063  1.742  -0.163
H  7.439  3.436  -0.395
H  6.595  2.424  -2.444
H  5.636  3.790  -1.939
H  3.209  0.686  -0.259
H  2.004  1.003  -1.521
H  2.074  2.006  -0.034
H  7.252  2.208  3.005
H  7.325  3.966  3.106
C  -2.436  3.368  2.626
Cl  -2.126  4.714  3.736
Cl  -1.314  3.342  1.276
Cl  -2.424  1.835  3.502
H  -3.423  3.514  2.214
C  -4.380  -0.167  -0.119
Cl  -4.774  1.538  0.127
Cl  -2.738  -0.517  0.397
Cl  -5.542  -1.203  0.713
H  -4.448  -0.368  -1.180
C  -5.971  5.533  2.757
Cl  -6.333  6.969  1.796
Cl  -7.242  5.232  3.942
Cl  -5.751  4.115  1.725
H  -5.044  5.701  3.288
C  2.486  -2.203  -2.232
Cl  2.934  -0.992  -3.434
Cl  3.612  -2.184  -0.878
Cl  0.825  -1.967  -1.678
H  2.542  -3.180  -2.689
C  1.387  -6.253  -2.585
Cl  1.728  -5.201  -3.962
Cl  2.483  -5.882  -1.253
Cl  -0.294  -6.107  -2.077
H  1.565  -7.275  -2.888
C  6.800  -3.724  1.249
Cl  8.246  -3.411  0.288
Cl  5.838  -2.268  1.441
Cl  5.849  -5.033  0.528
H  7.117  -4.050  2.230
C  1.983  -10.612  -4.573
Cl  0.750  -10.033  -5.690
Cl  2.735  -9.265  -3.714
Cl  1.314  -11.779  -3.435
H  2.754  -11.106  -5.148
C  -1.063  5.345  -2.163
Cl  -2.311  4.166  -2.611
Cl  -1.515  6.157  -0.662
Cl  0.510  4.581  -2.031
H  -1.019  6.088  -2.947
C  -9.366  4.026  1.037
Cl  -9.733  5.452  0.059
Cl  -10.641  3.735  2.218
Cl  -9.112  2.617  0.011
H  -8.449  4.221  1.574
C  5.046  8.145  -1.681
Cl  3.779  6.987  -2.051
Cl  4.744  8.945  -0.136
Cl  6.639  7.379  -1.693
H  5.048  8.905  -2.450
C  3.925  -9.692  0.630
Cl  2.170  -9.835  0.491
Cl  4.731  -10.530  -0.696
Cl  4.415  -8.003  0.697
H  4.231  -10.167  1.553
C  -10.683  7.994  -2.749
Cl  -12.439  8.180  -2.826
Cl  -10.055  7.352  -4.263
Cl  -9.910  9.522  -2.337
H  -10.463  7.283  -1.966
C  9.603  2.298  -5.031
Cl  8.450  1.064  -5.541
Cl  9.245  2.867  -3.406
Cl  11.264  1.699  -5.134
H  9.512  3.134  -5.710
C  -6.193  -4.840  3.125
Cl  -4.671  -4.138  3.656
Cl  -7.134  -5.423  4.503
Cl  -7.126  -3.682  2.179
H  -5.973  -5.689  2.492
C  -10.257  -7.018  2.988
Cl  -9.019  -7.126  1.743
Cl  -11.573  -5.962  2.481
Cl  -10.865  -8.622  3.411
H  -9.803  -6.590  3.872
C  8.317  -9.950  1.869
Cl  7.949  -9.657  0.175
Cl  6.853  -9.988  2.855
Cl  9.234  -11.446  2.066
H  8.929  -9.132  2.225
C  -14.513  11.201  -3.189
Cl  -13.122  11.777  -4.098
Cl  -14.434  11.728  -1.509
Cl  -16.023  11.719  -3.943
H  -14.492  10.120  -3.199
C  -12.142  -11.948  1.659
Cl  -13.522  -13.009  1.381
Cl  -10.707  -12.882  2.088
Cl  -11.833  -10.928  0.260
H  -12.378  -11.305  2.496
C  12.113  -1.548  -7.982
Cl  12.438  -0.236  -9.119
Cl  13.409  -1.674  -6.789
Cl  10.556  -1.331  -7.198
H  12.087  -2.472  -8.542
C  -3.620  7.735  5.978
Cl  -1.906  7.897  6.338
Cl  -3.901  7.807  4.235
Cl  -4.271  6.238  6.645
H  -4.145  8.563  6.433
C  4.275  3.306  -5.293
Cl  6.027  3.461  -5.158
Cl  3.771  3.473  -6.986
Cl  3.712  1.792  -4.611
H  3.823  4.109  -4.725
C  -7.138  -14.765  2.225
Cl  -6.815  -13.564  3.474
Cl  -6.022  -14.585  0.873
Cl  -7.068  -16.398  2.887
H  -8.140  -14.601  1.852

gap between HOMO and LUMO: 5.53 eV
E: -883269.071 eV
LUMO energy: 1.1 eV
molecular weight: 2913.6 g mol⁻¹
charge: -1

Atom charges from the Mulliken analysis, given in e for atoms 1 to 8: -1.11, 0.77, -0.72, -0.28, 0.03, 0.10, -0.73, -0.13


Entry from OMol25: a molecular structure, C44H35AsF6N3O4TeV in a non-equilibrium geometry (the ωB97M-V functional and the def2-TZVPD basis).

CARTESIAN COORDINATES (ANGSTROEM)
V  -0.438  -1.814  -0.370
C  -2.357  2.259  5.324
C  -1.838  1.422  4.206
C  -0.964  0.344  4.456
C  -0.514  -0.448  3.438
C  0.469  -1.580  3.649
O  1.593  -1.305  3.996
C  0.004  -2.955  3.356
C  0.945  -3.928  3.024
C  0.529  -5.221  2.761
C  -0.818  -5.552  2.859
C  -1.755  -4.589  3.204
C  -1.348  -3.285  3.437
C  -0.933  -0.152  2.115
O  -0.515  -0.878  1.126
C  -1.796  0.946  1.833
C  -2.238  1.702  2.884
C  -2.147  1.191  0.394
N  -1.696  2.164  -0.277
C  -0.743  3.106  0.289
C  0.661  2.631  -0.059
Te  2.182  3.885  0.773
C  1.669  3.441  2.775
C  0.968  4.367  3.545
C  0.713  4.110  4.886
C  1.151  2.926  5.464
C  1.835  1.992  4.698
C  2.096  2.250  3.359
C  -3.007  0.166  -0.267
C  -3.602  -0.869  0.462
C  -4.443  -1.778  -0.165
C  -4.697  -1.660  -1.523
C  -4.099  -0.642  -2.256
C  -3.254  0.263  -1.639
H  -1.907  1.992  6.277
H  -3.441  2.145  5.403
H  -2.160  3.314  5.123
H  -0.647  0.147  5.473
H  1.991  -3.653  2.975
H  1.253  -5.977  2.489
H  -1.137  -6.567  2.662
H  -2.801  -4.853  3.286
H  -2.079  -2.532  3.708
H  -2.907  2.535  2.702
H  -0.833  3.222  1.373
H  -0.921  4.079  -0.168
H  0.814  2.630  -1.138
H  0.833  1.619  0.315
H  0.639  5.298  3.101
H  0.191  4.848  5.483
H  0.975  2.741  6.517
H  2.183  1.066  5.137
H  2.660  1.530  2.778
H  -3.448  -0.949  1.533
H  -4.903  -2.572  0.408
H  -5.354  -2.367  -2.012
H  -4.288  -0.556  -3.318
H  -2.778  1.053  -2.202
O  1.586  -1.748  -0.408
C  1.523  -0.972  -1.415
N  2.457  -0.493  -2.217
C  1.819  0.269  -3.315
C  0.311  0.165  -2.905
O  -0.614  0.632  -3.496
N  0.269  -0.586  -1.733
C  2.065  -0.444  -4.639
C  1.315  -1.568  -4.975
C  1.590  -2.270  -6.137
C  2.619  -1.855  -6.972
C  3.369  -0.738  -6.640
C  3.093  -0.031  -5.478
C  2.241  1.730  -3.317
C  3.271  2.198  -2.513
C  3.633  3.540  -2.552
C  2.956  4.421  -3.378
C  1.922  3.954  -4.181
C  1.571  2.616  -4.160
H  3.400  -0.846  -2.247
H  0.504  -1.902  -4.338
H  0.997  -3.137  -6.394
H  2.832  -2.401  -7.881
H  4.171  -0.409  -7.289
H  3.676  0.847  -5.231
H  3.795  1.532  -1.840
H  4.445  3.890  -1.927
H  3.235  5.466  -3.403
H  1.391  4.635  -4.833
H  0.771  2.253  -4.792
F  -1.727  -2.585  -1.789
As  -1.439  -4.350  -1.349
F  -3.101  -4.576  -1.169
F  -1.376  -4.768  -2.979
F  -0.985  -5.842  -0.715
F  0.235  -3.752  -1.367
F  -1.371  -3.576  0.312

gap between HOMO and LUMO (alpha / beta): 4.34 / 4.13 eV
expectation value of S²: 0.80
E: -168979.582 eV
LUMO energy (alpha / beta): -5.8 / -6.0 eV
molecular weight: 1037.2 g mol⁻¹
charge: +1
spin multiplicity: 2

Atom charges from the Mulliken analysis, given in e for atoms 1 to 8: 0.72, -1.88, 0.69, -0.68, 0.35, -0.88, -0.59, 0.24


Entry from OMol25: a molecular structure, C7H15AlBF3LiN3O10S5 in a non-equilibrium geometry (the ωB97M-V functional and the def2-TZVPD basis).

CARTESIAN COORDINATES (ANGSTROEM)
C  -2.153  -0.081  -3.059
C  -1.786  -0.360  -1.507
S  -2.350  -2.060  -1.207
C  -1.001  -2.663  -0.121
B  -1.424  -2.171  1.398
C  -0.473  -1.298  2.317
C  -1.047  0.172  2.316
S  0.200  1.493  2.083
C  -0.351  2.281  0.618
N  -1.501  2.589  0.288
N  -1.376  3.153  -0.961
C  -0.196  3.128  -1.262
O  0.537  2.608  -0.314
H  -3.049  -0.676  -3.235
H  -1.393  -0.503  -3.697
H  -2.317  1.008  -3.243
H  -0.707  -0.280  -1.430
H  -2.288  0.356  -0.813
H  -0.060  -2.232  -0.462
H  -0.896  -3.774  -0.204
H  -2.513  -2.488  1.793
H  0.575  -1.381  2.002
H  -0.592  -1.696  3.322
H  -1.512  0.354  3.276
H  -1.833  0.249  1.569
H  0.205  3.477  -2.186
N  4.501  -2.474  -0.360
S  5.629  -2.290  0.751
O  5.894  -3.424  1.558
O  5.689  -1.016  1.376
F  6.891  -2.257  -0.208
S  3.075  -2.627  0.242
O  2.116  -3.112  -0.704
O  2.583  -1.596  1.107
F  3.204  -3.867  1.213
Al  -2.153  -4.534  0.688
O  0.787  5.879  -0.608
S  2.234  5.760  -0.778
O  2.519  4.636  -1.667
O  2.883  5.526  0.506
O  2.758  6.998  -1.336
O  -4.991  0.989  0.357
H  -5.327  0.807  -0.528
H  -4.139  1.430  0.236
Li  -3.194  1.522  -1.797
F  -1.502  -5.660  2.826

gap between HOMO and LUMO: 1.29 eV
E: -102242.042 eV
LUMO energy: -7.4 eV
molecular weight: 563.3 g mol⁻¹
charge: 0

Atom charges from the Mulliken analysis, given in e for atoms 1 to 8: -1.40, 0.03, -0.28, -0.07, 0.34, -0.24, -0.09, -0.16